Record 1
A single CHN3O3 molecule. Source: the Open Molecules 2025 dataset; level of theory: the ωB97M-V functional and the def2-TZVPD basis.

## Properties
- SMILES string: N#CN(O)[N+](=O)[O-]
- Frontier orbital gap: 9.9018 eV
- Energy above the lowest of the compared OMol25 structures with the same formula, charge and spin: 103.3 kcal per mole
- HOMO: -11.93 eV
- Calculated total energy: -11657.3546 eV
- LUMO: -2.02 eV

Each line ends with the Löwdin charge.
CARTESIAN COORDINATES (ANGSTROEM)
C  1.40310  0.25610  0.67868  -0.091
N  2.49437  0.09649  0.51811  0.127
N  -0.42408  0.43413  0.63459  0.054
N  -0.36123  0.38039  -0.78288  -0.411
O  0.49579  1.08952  -1.31906  0.082
O  -1.15273  -0.36724  -1.36685  0.094
O  -1.08421  -0.63879  1.19709  0.003
H  -1.37101  -1.25059  0.44033  0.143


Record 2
A molecular structure, C49H38NaO3P2S. Source: the Open Molecules 2025 dataset; level of theory: the ωB97M-V functional and the def2-TZVPD basis.

## Properties
- Frontier orbital gap: 4.3704 eV
- Net charge: -1
- Energy above the lowest of the compared OMol25 structures with the same formula, charge and spin: 0.0 kcal per mole
- HOMO: -2.19 eV
- Calculated total energy: -91399.1601 eV
- LUMO: 2.18 eV

Each line ends with the Löwdin charge.
CARTESIAN COORDINATES (ANGSTROEM)
Na  0.11298  -0.01709  -1.36964  -0.225
O  0.63768  -1.24039  1.21516  -0.459
S  -0.18422  -0.01709  0.91976  0.911
C  -1.44032  -0.10219  2.22706  -0.255
C  -1.03642  -0.30189  3.57226  -0.039
C  -1.96002  -0.37829  4.61946  -0.008
C  -3.29322  -0.26819  4.26266  -0.166
C  -4.48282  -0.33469  5.15686  -0.107
C  -5.69132  -0.20649  4.18476  -0.108
C  -5.06262  -0.09989  2.83846  -0.175
C  -5.69252  -0.01459  1.61146  -0.013
C  -4.85842  0.01521  0.48376  -0.040
C  -3.44072  -0.02179  0.57266  -0.242
P  -2.38822  -0.08939  -0.94104  1.081
C  -3.49882  0.52281  -2.25754  -0.349
C  -3.59272  1.91211  -2.45004  -0.073
C  -4.43712  2.45021  -3.42594  -0.085
C  -5.20032  1.60851  -4.22984  -0.112
C  -5.12032  0.23021  -4.05764  -0.100
C  -4.27792  -0.30739  -3.07974  -0.092
C  -2.23632  -1.87609  -1.30254  -0.418
C  -2.73852  -2.89139  -0.47634  -0.091
C  -2.56152  -4.24029  -0.80274  -0.114
C  -1.87632  -4.59849  -1.95974  -0.115
C  -1.36052  -3.60849  -2.78894  -0.135
C  -1.53062  -2.26139  -2.45794  -0.192
C  -2.82312  -0.06749  1.87196  -0.149
C  -3.68512  -0.12719  2.94376  -0.125
C  0.86518  1.36441  1.53476  -0.215
C  0.26478  2.33921  2.37506  -0.051
C  1.02288  3.21221  3.15446  -0.012
C  2.39308  3.07941  3.05306  -0.171
C  3.42088  3.81771  3.83896  -0.112
C  4.76728  3.28851  3.28466  -0.112
C  4.36458  2.33011  2.21906  -0.174
C  5.20588  1.62421  1.38486  -0.020
C  4.58608  0.84591  0.40806  -0.067
C  3.16848  0.73351  0.29266  -0.223
P  2.51988  -0.08939  -1.23824  1.116
C  3.76618  0.32141  -2.51414  -0.344
C  3.76488  1.62131  -3.04914  -0.081
C  4.68028  1.99791  -4.03714  -0.091
C  5.61358  1.08041  -4.51084  -0.111
C  5.63268  -0.21149  -3.99574  -0.096
C  4.71718  -0.58669  -3.00744  -0.086
C  2.76808  -1.87779  -0.94944  -0.393
C  2.26468  -2.77559  -1.90984  -0.148
C  2.38758  -4.15879  -1.74844  -0.098
C  3.01238  -4.67369  -0.61784  -0.110
C  3.50768  -3.80579  0.35036  -0.101
C  3.38248  -2.42169  0.18726  -0.093
C  2.30148  1.38911  1.27406  -0.098
C  2.98538  2.22111  2.13976  -0.121
H  0.02398  -0.40719  3.80186  0.121
H  -1.65232  -0.52799  5.64796  0.112
H  -4.46882  0.48611  5.88086  0.118
H  -4.50862  -1.28989  5.69156  0.119
H  -6.28102  0.68911  4.40516  0.118
H  -6.33712  -1.08889  4.24096  0.118
H  -6.77322  0.00241  1.52456  0.111
H  -5.35412  0.04401  -0.48374  0.103
H  -3.01002  2.59481  -1.83434  0.093
H  -4.49732  3.52761  -3.55584  0.100
H  -5.85692  2.02541  -4.98874  0.092
H  -5.71512  -0.43269  -4.68104  0.094
H  -4.25862  -1.38879  -2.96714  0.103
H  -3.26612  -2.66359  0.44526  0.095
H  -2.95032  -5.00969  -0.14084  0.083
H  -1.73262  -5.64689  -2.20504  0.090
H  -0.81192  -3.88029  -3.68634  0.093
H  -1.10002  -1.50819  -3.11574  0.092
H  -0.81632  2.39121  2.48406  0.116
H  0.56668  3.91991  3.83736  0.114
H  3.32068  3.59701  4.90686  0.117
H  3.32498  4.89681  3.68206  0.119
H  5.33988  2.77391  4.06366  0.118
H  5.37198  4.10091  2.86926  0.118
H  6.28448  1.70511  1.45556  0.111
H  5.23928  0.32821  -0.29234  0.106
H  3.04608  2.35941  -2.69804  0.101
H  4.66088  3.00851  -4.43594  0.098
H  6.32428  1.37061  -5.27974  0.093
H  6.35878  -0.93389  -4.35984  0.096
H  4.77508  -1.60389  -2.62894  0.101
H  1.75618  -2.40039  -2.79544  0.087
H  1.97828  -4.82959  -2.49804  0.094
H  3.09468  -5.74789  -0.47994  0.090
H  3.97158  -4.20069  1.24996  0.089
H  3.74378  -1.78549  0.98936  0.095
O  -0.87392  4.07011  -1.36964  -0.103
C  0.09088  3.26021  -1.36964  -0.571
O  0.11298  2.00071  -1.36964  -0.199
H  1.12208  3.75201  -1.36964  0.109
H  0.11298  -1.89229  -1.36964  0.053


Record 3
A molecular structure, C51H49F5N3O4S5Ti. Source: the Open Molecules 2025 dataset; level of theory: the ωB97M-V functional and the def2-TZVPD basis.

## Properties
- Frontier orbital gap: 6.5569 eV
- Net charge: +1
- Energy above the lowest of the compared OMol25 structures with the same formula, charge and spin: 0.0 kcal per mole
- HOMO: -9.26 eV
- Calculated total energy: -157218.1603 eV
- LUMO: -2.71 eV

Each line ends with the Löwdin charge.
CARTESIAN COORDINATES (ANGSTROEM)
Ti  -0.12891  -0.44649  0.09473  0.811
F  5.32183  4.21780  -1.54782  0.131
C  4.49153  3.17955  -1.59144  -0.143
C  3.68734  2.87924  -0.50275  -0.149
F  3.73515  3.63752  0.59551  0.117
C  2.83419  1.79166  -0.55797  -0.234
F  2.08718  1.55180  0.53116  0.043
C  2.70898  0.98012  -1.68416  -0.484
S  1.56692  -0.35548  -1.84996  0.780
C  3.53976  1.30797  -2.75826  -0.245
F  3.49340  0.58967  -3.88166  0.087
C  4.41680  2.38134  -2.72499  -0.145
F  5.18241  2.65453  -3.77677  0.132
O  -1.29517  0.27791  -1.41360  -0.705
S  -1.92063  -0.16259  -2.72940  1.079
C  -1.46837  1.22198  -3.78367  -0.284
C  -1.62784  2.54887  -3.05092  -0.209
C  -0.36010  2.91608  -2.27833  -0.235
C  -0.61556  3.74419  -1.03683  -0.277
S  -1.42328  2.76960  0.26244  1.049
O  -0.47442  1.63890  0.57783  -0.653
C  -1.17989  3.89068  1.61365  -0.391
C  -2.26342  4.61854  2.07959  -0.080
C  -2.07863  5.47801  3.15503  -0.070
C  -0.82983  5.58094  3.74979  -0.064
C  0.24238  4.83094  3.28410  -0.062
C  0.07716  3.97666  2.20453  -0.089
C  -3.65172  0.12418  -2.46757  -0.388
C  -4.50386  -0.02536  -3.55736  -0.076
C  -5.86675  0.12690  -3.36519  -0.060
C  -6.36058  0.40887  -2.09711  -0.061
C  -5.49910  0.53753  -1.02176  -0.051
C  -4.12729  0.39667  -1.19443  -0.072
H  -2.05233  1.11526  -4.69769  0.099
H  -0.42329  1.01809  -4.02956  0.096
H  -2.49416  2.48124  -2.38486  0.098
H  -1.86912  3.33523  -3.76845  0.127
H  0.32357  3.47171  -2.92522  0.134
H  0.17933  2.01437  -1.98066  0.056
H  -1.29191  4.58403  -1.21759  0.113
H  0.31232  4.12376  -0.60490  0.103
H  -3.23634  4.50972  1.61974  0.113
H  -2.91149  6.05383  3.53117  0.111
H  -0.69085  6.24393  4.59275  0.114
H  1.20545  4.89242  3.76918  0.119
H  0.88502  3.34554  1.85937  0.093
H  -4.11933  -0.27122  -4.53807  0.116
H  -6.54325  0.01630  -4.20012  0.113
H  -7.42585  0.51826  -1.94980  0.112
H  -5.88997  0.74583  -0.03572  0.111
H  -3.44576  0.48087  -0.35583  0.072
C  -4.13299  -5.99602  -2.12963  -0.081
C  -4.68270  -4.72629  -2.21530  -0.074
C  -3.95814  -3.63157  -1.77434  -0.024
C  -2.66717  -3.78549  -1.26541  -0.197
C  -2.13145  -5.06952  -1.17012  -0.025
C  -2.86158  -6.16356  -1.59949  -0.068
C  -1.97659  -2.57951  -0.78173  -0.135
C  -0.66230  -2.32601  -0.67836  -0.223
C  0.34824  -3.21647  -1.27961  -0.311
C  0.33986  -3.40933  -2.66280  -0.060
C  1.28956  -4.21176  -3.27174  -0.060
C  2.26404  -4.84213  -2.51234  -0.080
C  2.27410  -4.66840  -1.13493  -0.081
C  1.32985  -3.85750  -0.52628  -0.057
H  -4.69712  -6.85599  -2.46342  0.104
H  -5.67965  -4.58938  -2.61273  0.104
H  -4.39818  -2.64126  -1.81656  0.104
H  -1.14579  -5.21004  -0.75118  0.114
H  -2.43807  -7.15572  -1.51742  0.106
H  -2.67148  -1.82193  -0.43159  0.069
H  -0.41819  -2.91680  -3.25897  0.112
H  1.26808  -4.34691  -4.34510  0.109
H  3.00820  -5.46532  -2.98737  0.103
H  3.02534  -5.17262  -0.53743  0.096
H  1.31704  -3.75571  0.55379  0.096
S  -1.79145  -0.50113  1.81571  0.758
C  -2.75722  -1.96761  2.03322  -0.609
C  -4.12903  -1.79207  2.22096  -0.127
C  -4.96360  -2.88444  2.38689  -0.084
C  -4.44176  -4.17026  2.36919  -0.081
C  -3.07707  -4.34711  2.19400  -0.075
C  -2.23830  -3.25735  2.03016  -0.121
H  -4.53894  -0.79008  2.23216  0.093
H  -6.02595  -2.72880  2.52504  0.103
H  -5.09277  -5.02460  2.48854  0.103
H  -2.66115  -5.34601  2.17127  0.108
H  -1.17730  -3.39954  1.88681  0.090
O  0.97032  -2.58459  2.77920  0.055
C  1.69193  -1.88599  2.08522  -0.613
O  1.39033  -1.05908  1.16747  -0.165
C  3.20350  -2.04323  2.15991  -0.146
N  3.46226  -3.24405  3.04677  0.106
C  4.37690  -2.81446  4.16995  -0.088
C  5.05784  -1.57588  3.61812  -0.143
C  3.94619  -0.88891  2.83342  -0.110
H  3.57783  -2.25409  1.15757  0.171
H  3.84295  -4.02109  2.51322  0.181
H  2.51600  -3.50784  3.38255  0.158
H  5.03961  -3.63820  4.42493  0.131
H  3.73631  -2.58811  5.02101  0.139
H  5.88396  -1.86205  2.96380  0.124
H  5.45932  -0.95495  4.41562  0.127
H  4.31670  -0.18747  2.09070  0.132
H  3.26439  -0.35556  3.49928  0.058
C  -0.71191  -1.36782  5.40007  -0.021
N  -1.23991  -0.04307  5.15159  -0.128
C  -2.54843  0.33100  5.36472  -0.062
C  -2.67321  1.61480  4.96205  -0.073
N  -1.43446  1.99905  4.50856  0.081
C  -0.54956  0.97534  4.59710  -0.819
S  1.05238  1.02588  4.07146  0.625
H  -1.27916  -1.81490  6.21381  0.097
H  0.33512  -1.27057  5.68087  0.073
H  -0.78789  -1.97285  4.50104  0.068
H  -3.26509  -0.34881  5.78277  0.124
H  -3.51828  2.27526  4.96757  0.115
H  -1.18810  2.88073  4.09216  0.100


Record 4
A single C5H6O molecule. Source: the Open Molecules 2025 dataset; level of theory: the ωB97M-V functional and the def2-TZVPD basis.

## Properties
- SMILES string: C#C[C@@H]1O[C@@H]1C
- Frontier orbital gap: 11.0489 eV
- Energy above the lowest of the compared OMol25 structures with the same formula, charge and spin: 61.4 kcal per mole
- HOMO: -9.95 eV
- Calculated total energy: -7326.6209 eV
- LUMO: 1.10 eV

Each line ends with the Löwdin charge.
CARTESIAN COORDINATES (ANGSTROEM)
C  -1.29958  0.87632  -0.03997  -0.034
C  -0.97544  -0.59008  0.10785  -0.306
O  -0.32515  -1.24735  -0.96413  -0.004
C  0.41323  -1.08973  0.24154  -0.275
C  1.55063  -0.19194  0.19420  -0.074
C  2.50332  0.54564  0.18278  0.131
H  -0.40974  1.44792  -0.32887  0.077
H  -1.68112  1.25557  0.91584  0.085
H  -2.08118  1.02058  -0.79517  0.084
H  -1.75117  -1.20141  0.57457  0.140
H  0.60131  -2.03127  0.76722  0.146
H  3.36696  1.17331  0.13883  0.030


Record 5
2 unconnected molecules or ions with the total composition C5H11NOS. Source: the Open Molecules 2025 dataset; level of theory: the ωB97M-V functional and the def2-TZVPD basis.

## Properties
- Frontier orbital gap (alpha / beta): 7.1287 / 9.0220 eV
- Energy above the lowest of the compared OMol25 structures with the same formula, charge and spin: 59.4 kcal per mole
- HOMO (alpha / beta): -6.51 / -9.31 eV
- 2S+1: 3
- Calculated total energy: -19729.0186 eV
- LUMO (alpha / beta): 0.62 / -0.29 eV

Each line ends with the Mulliken spin population.
CARTESIAN COORDINATES (ANGSTROEM)
C  -1.52521  -0.24670  1.50890  0.111
C  -1.04220  0.64805  0.44757  0.699
C  1.57382  -1.52067  -0.46719  0.030
C  1.88657  1.19771  -0.56333  -0.032
C  1.59598  -0.17740  0.10727  0.884
N  -1.64138  -0.52824  0.03708  0.029
O  -1.28874  1.94889  0.17803  0.000
S  -3.23544  -0.49065  -0.69764  0.097
H  -0.92102  -0.98613  2.10659  0.000
H  -2.49191  -0.22290  2.10106  0.011
H  1.36490  -2.11976  0.45832  -0.001
H  2.50038  -1.67973  -0.85449  0.043
H  0.83851  -1.55593  -1.15568  0.025
H  2.76985  1.57765  -0.21738  0.047
H  1.10872  1.95554  -0.49609  0.021
H  2.01097  0.99390  -1.71579  -0.004
H  1.46594  0.05109  1.09115  0.004
H  -2.24512  1.99360  0.03530  0.030
H  -2.72462  -0.83831  -1.90368  0.006